(1)
The following is a DFT calculation (ωB97M-V/def2-TZVPD) of a structure of composition C49H50N9O3PRbS4.

The geometry in XYZ format:
```
117
Properties=species:S:1:pos:R:3:lowdin_charge:R:1
Rb 0.1924 -0.0848 -0.1532 0.641
N -1.1681 -3.4196 -3.9050 0.171
C -1.3573 -2.3516 -4.7635 -0.189
C -1.9029 -2.2518 -6.0408 -0.032
C -1.9210 -0.9913 -6.6048 -0.100
C -1.4139 0.1295 -5.9219 -0.079
C -0.8768 0.0210 -4.6549 -0.016
C -0.8540 -1.2463 -4.0730 -0.213
N -0.3808 -1.6389 -2.8264 0.167
C -0.5803 -2.9195 -2.7727 -0.280
C -0.2003 -3.7879 -1.6443 -0.321
C -0.3100 -5.1385 -1.6043 -0.371
S 0.2394 -5.7240 -0.1042 1.024
C 0.5912 -4.1166 0.3788 -0.444
N 0.3222 -3.2159 -0.5085 0.029
H -1.4473 -4.3705 -4.0608 0.149
H -2.2950 -3.1123 -6.5680 0.102
H -2.3425 -0.8620 -7.5937 0.095
H -1.4578 1.1002 -6.3989 0.101
H -0.4987 0.8750 -4.1087 0.093
H -0.6846 -5.8150 -2.3558 0.072
H 1.0189 -3.9026 1.3503 0.093
O 4.2349 -2.4124 4.3581 0.024
C 4.8929 -2.3760 3.1883 -0.283
C 6.0876 -3.0965 3.0959 -0.033
C 6.8149 -3.1093 1.9208 -0.109
C 6.3700 -2.4014 0.8069 -0.110
C 5.1894 -1.6839 0.8992 -0.036
C 4.4338 -1.6521 2.0696 -0.070
C 3.1654 -0.8399 2.0547 -0.486
O 2.8973 -0.1659 1.0375 -0.139
N 2.4253 -0.9508 3.1631 -0.020
N 1.2969 -0.1542 3.1054 -0.094
C 0.4825 -0.2841 4.0660 -0.910
S -1.0311 0.6181 4.0968 0.915
C -1.3415 0.2822 5.8410 -0.522
C -0.9318 -1.1555 6.1048 -0.541
S 0.7252 -1.4072 5.4144 0.910
H 3.3891 -1.8867 4.2124 0.047
H 6.4191 -3.6428 3.9704 0.108
H 7.7349 -3.6802 1.8707 0.093
H 6.9369 -2.4113 -0.1154 0.088
H 4.8126 -1.1155 0.0580 0.105
H -2.4068 0.4398 6.0146 0.067
H -0.7619 0.9700 6.4570 0.074
H -1.6317 -1.8415 5.6281 0.071
H -0.8833 -1.3740 7.1722 0.070
O -1.2009 1.4142 -1.9052 -0.117
C -2.3361 1.6473 -1.6123 -0.230
C -3.5846 1.8937 -1.2877 -0.256
C -4.4431 2.7582 -2.1334 -0.081
C -5.7360 2.9620 -1.8001 -0.162
C -6.3500 2.3819 -0.6462 -0.167
C -5.5601 1.6012 0.1782 -0.156
C -4.2119 1.3314 -0.0507 -0.390
P -3.1318 0.4244 1.0379 1.044
C -3.2336 -1.3182 0.4001 -0.373
C -3.8180 -1.6025 -0.8321 -0.063
C -3.8854 -2.9132 -1.2956 -0.086
C -3.3959 -3.9574 -0.5201 -0.114
C -2.8000 -3.6833 0.7063 -0.110
C -2.6937 -2.3702 1.1437 -0.124
C -4.1543 0.2854 2.5616 -0.393
C -4.1448 1.4010 3.4036 -0.151
C -4.8859 1.4242 4.5739 -0.103
C -5.6553 0.3210 4.9320 -0.109
C -5.6788 -0.7899 4.1027 -0.092
C -4.9362 -0.8056 2.9242 -0.083
H -4.0127 3.2200 -3.0128 0.089
H -6.3297 3.6047 -2.4442 0.086
H -7.3892 2.5657 -0.4130 0.060
H -6.0138 1.1819 1.0710 0.092
H -4.2448 -0.7889 -1.4088 0.107
H -4.3426 -3.1178 -2.2573 0.099
H -3.4772 -4.9819 -0.8657 0.096
H -2.4220 -4.4931 1.3199 0.094
H -2.2141 -2.1559 2.0959 0.108
H -3.5514 2.2653 3.1227 0.103
H -4.8657 2.3028 5.2081 0.100
H -6.2387 0.3345 5.8445 0.092
H -6.2863 -1.6484 4.3638 0.095
H -4.9771 -1.6772 2.2834 0.100
C 4.8102 0.1142 -4.2444 -0.052
N 3.6571 0.9798 -4.0488 -0.201
C 2.5783 0.7840 -4.9997 -0.084
C 3.4845 1.7475 -2.9523 -0.785
S 2.0728 2.5398 -2.5782 0.725
N 4.6388 1.8451 -2.1457 -0.248
C 5.6455 2.7290 -2.7218 -0.078
C 4.4111 2.1348 -0.7309 -0.114
H 4.4639 -0.8623 -4.5878 0.088
H 5.3471 -0.0033 -3.3093 0.086
H 5.4889 0.5200 -5.0007 0.085
H 3.0038 0.6438 -5.9945 0.088
H 1.9216 1.6488 -4.9980 0.040
H 1.9866 -0.0967 -4.7348 0.089
H 5.7705 2.5291 -3.7856 0.075
H 6.6021 2.5650 -2.2235 0.087
H 5.3589 3.7821 -2.5991 0.091
H 3.6484 1.4823 -0.3175 0.049
H 4.1060 3.1751 -0.5668 0.072
H 5.3481 1.9438 -0.2033 0.090
C 3.0636 3.8769 3.0043 -0.021
C 1.8721 3.7598 2.1123 -0.317
C 1.0635 4.7069 1.5162 0.001
C 0.1014 3.9689 0.7883 -0.356
N 0.3063 2.6701 0.9361 0.033
N 1.3816 2.5690 1.7398 0.030
C -1.0133 4.4667 -0.0764 -0.025
H 3.2445 4.9225 3.2482 0.073
H 3.9596 3.4764 2.5251 0.073
H 2.9162 3.3269 3.9359 0.079
H 1.1564 5.7790 1.5887 0.097
H 1.7116 1.6410 1.9956 0.092
H -1.1010 5.5509 -0.0013 0.071
H -1.9655 4.0151 0.2063 0.075
H -0.8333 4.2051 -1.1209 0.072
```

Computed properties:
**Maximum force**: 0.0104 Eh/bohr
**E_LUMO**: 1.58 eV
**Orbital gap**: 3.68 eV
**Total charge**: -1
**Energy above the lowest of the compared OMol25 structures with the same formula, charge and spin**: 9.0 kcal/mol
**HOMO**: -0.07720 Eh
**Multiplicity**: 1
**Energy**: -124465.2759 eV

=====

(2)
The following is a DFT calculation (ωB97M-V/def2-TZVPD) of an isolated molecule of C5H7NO.

The geometry in XYZ format:
```
14
Properties=species:S:1:pos:R:3:lowdin_charge:R:1
C 0.3880 0.8222 -1.9265 -0.048
O -0.2483 1.1483 -0.6817 -0.069
C -0.2543 0.2009 0.2742 -0.342
C -0.3304 0.7068 1.6842 0.003
C -0.2628 -1.1073 -0.0540 -0.075
C 0.1078 -2.1379 0.8438 -0.246
N 0.5172 -2.9777 1.5337 0.131
H 1.4607 1.0190 -1.8410 0.103
H 0.2729 -0.2115 -2.2571 0.073
H -0.0621 1.4694 -2.6720 0.094
H -0.1149 1.7750 1.7500 0.087
H 0.3623 0.1553 2.3276 0.091
H -1.3369 0.5350 2.0851 0.098
H -0.4991 -1.3973 -1.0662 0.100
```

Computed properties:
**Maximum force**: 0.0251 Eh/bohr
**E_LUMO**: 0.66 eV
**Orbital gap**: 9.78 eV
**Total charge**: 0
**SMILES**: CO/C(C)=C/C#N
**Energy above the lowest of the compared OMol25 structures with the same formula, charge and spin**: 35.6 kcal/mol
**HOMO**: -0.33527 Eh
**Multiplicity**: 1
**Energy**: -8834.6583 eV

=====

(3)
The following is a DFT calculation (ωB97M-V/def2-TZVPD) of a structure of composition C3H7NO2.

The geometry in XYZ format:
```
13
Properties=species:S:1:pos:R:3:lowdin_charge:R:1
O -0.2220 -1.8975 -1.1238 -0.033
C 0.8410 -2.0100 -0.5190 -0.475
O 1.5047 -1.0201 0.0116 -0.053
H 1.3331 -3.0001 -0.4658 0.124
C -0.6509 1.3224 0.9753 -0.197
C -1.3626 2.4452 1.0437 0.024
N -0.1373 0.8724 -0.2954 0.057
H -0.5015 0.6911 1.8456 0.114
H -1.7727 2.8118 1.9785 0.061
H -1.5846 2.9212 0.0960 0.064
H -0.9356 0.5318 -0.8260 0.123
H 0.3544 1.5680 -0.8443 0.135
H 0.6513 -0.1788 -0.1489 0.057
```

Computed properties:
**Maximum force**: 0.0297 Eh/bohr
**E_LUMO**: 0.73 eV
**Orbital gap**: 10.33 eV
**Total charge**: 0
**Energy above the lowest of the compared OMol25 structures with the same formula, charge and spin**: 43.3 kcal/mol
**HOMO**: -0.35260 Eh
**Multiplicity**: 1
**Energy**: -8808.6530 eV

=====

(4)
The following is a DFT calculation (ωB97M-V/def2-TZVPD) of a structure of composition C24H33ClI2P2SbYb.

The geometry in XYZ format:
```
64
Properties=species:S:1:pos:R:3:lowdin_charge:R:1
I -0.6750 1.7849 -1.2796 0.382
I 0.0243 -1.6491 -1.4488 0.244
Yb 0.4147 0.2448 -4.4093 0.703
P -2.6655 0.0386 -2.7109 0.561
C -3.6968 0.0735 -1.1900 -0.302
C -3.5261 1.3820 -3.6321 -0.264
H -4.5827 1.1217 -3.7272 0.063
H -4.5448 -1.2140 -3.6056 0.068
H -3.0649 1.4744 -4.6209 0.045
H -3.0049 -1.6292 -4.4427 0.051
H -3.4735 0.9704 -0.5974 0.012
H -3.4090 2.3251 -3.0880 0.041
C -3.4786 -1.4270 -3.4751 -0.244
H -4.7583 0.0795 -1.4881 0.072
H -3.3391 -2.2880 -2.8082 0.051
H -3.4938 -0.8149 -0.5761 0.039
P 2.6460 0.0929 -2.6532 0.536
C 3.6261 0.1674 -1.1142 -0.265
C 3.5064 -1.3310 -3.4449 -0.281
H 3.0328 1.5725 -4.6088 0.033
H 4.5147 1.2439 -3.6585 0.053
H 3.2877 2.3939 -3.0414 0.052
C 3.4444 1.4578 -3.5950 -0.295
H 3.0893 -1.5439 -4.4374 0.041
H 4.5700 -1.0885 -3.5283 0.056
H 4.6966 0.2142 -1.3746 0.069
H 3.4402 -0.7166 -0.4910 0.029
H 3.3679 -2.2082 -2.8009 0.044
H 3.3502 1.0626 -0.5393 0.040
Cl -0.2103 0.1378 -6.7202 -0.246
C -0.2461 4.6389 3.0262 -0.039
C 0.8189 4.2680 2.1884 -0.045
C 0.9185 2.9373 1.7579 -0.182
C -0.0167 2.0043 2.1973 -0.386
C -1.0801 2.3590 3.0216 -0.116
C -1.1981 3.6923 3.4387 -0.043
Sb -0.1065 -0.0361 1.2343 1.372
C 1.7747 -0.8066 2.0433 -0.357
C 2.2442 -2.0760 1.7140 -0.156
C 3.4458 -2.5310 2.2821 -0.050
C 4.1732 -1.7040 3.1463 -0.040
C 3.7028 -0.4241 3.4541 -0.044
C 2.4900 0.0235 2.9141 -0.110
C -1.7079 -1.3879 1.8912 -0.362
C -1.5422 -2.7654 1.7299 -0.145
C -2.5888 -3.6278 2.0811 -0.044
C -3.7738 -3.1050 2.6117 -0.038
C -3.9313 -1.7191 2.7508 -0.050
C -2.9114 -0.8487 2.3464 -0.139
H -0.3326 5.6818 3.3520 0.124
H 1.5524 5.0116 1.8510 0.125
H 1.7037 2.6669 1.0605 0.090
H -1.8353 1.6364 3.3371 0.088
H -2.0427 4.0000 4.0583 0.122
H 1.6941 -2.7164 1.0213 0.060
H 3.8087 -3.5296 2.0314 0.121
H 5.1175 -2.0555 3.5679 0.124
H 4.2700 0.2334 4.1114 0.121
H 2.1182 1.0102 3.1796 0.087
H -0.6227 -3.1799 1.3130 0.070
H -2.4693 -4.7003 1.9311 0.123
H -4.5841 -3.7832 2.9004 0.126
H -4.8633 -1.3174 3.1553 0.123
H -3.0680 0.2227 2.4083 0.087
```

Computed properties:
**Maximum force**: 0.0543 Eh/bohr
**E_LUMO (alpha / beta)**: -8.34 / -8.71 eV
**Orbital gap (alpha / beta)**: 5.42 / 5.01 eV
**Total charge**: +2
**Energy above the lowest of the compared OMol25 structures with the same formula, charge and spin**: 0.0 kcal/mol
**<S²>**: 0.756
**HOMO (alpha / beta)**: -0.50542 / -0.50420 Eh
**Multiplicity**: 2
**Energy**: -110777.3113 eV

=====

Question: Look up the total charge of the fourth one.
Answer: +2

=====

Question: multiplicity of number 4 (C24H33ClI2P2SbYb)?
Answer: 2

=====

Question: What is the formula in the second record?
Answer: C5H7NO

=====

Question: What is the energy above the lowest of the compared OMol25 structures with the same formula, charge and spin in the second record?
Answer: 35.6 kcal/mol